No. 1
Molecular formula: C6H13ClNOP
Method: DFT, the ωB97M-V functional and the def2-TZVPD basis

The SMILES is CN1CC(C)(C)COP1Cl. The relative energy (zero: lowest compared OMol25 entry of this formula, charge and spin) is 0.0 kJ/mol.

The geometry in ORCA input format:
```
! wB97M-V def2-TZVPD RIJCOSX def2/J DEFGRID3
* xyz 0 1
Cl 1.79746 -2.32033 -0.99170
P 2.26515 -0.68157 0.14775
O 1.93656 0.48291 -0.88829
N 0.96352 -0.45916 1.19145
C -0.60238 0.48899 -0.60220
C -0.70670 -0.32348 -1.88495
C 1.02903 -1.27056 2.44855
C -1.67671 1.50949 -0.39879
C 0.78638 1.32680 -0.70068
C -0.51767 -0.50392 0.63239
H 0.54652 -0.70791 3.21663
H 0.23394 -0.81955 -2.15625
H -1.21779 0.00603 1.38385
H 0.62247 -2.31338 2.21505
H 2.08479 -1.34314 2.77965
H 0.56568 1.97500 -1.58509
H 0.83707 2.04418 0.25340
H -1.07351 0.33639 -2.67444
H -2.62922 0.99288 -0.54939
H -1.29612 -1.11397 -1.73372
H -1.68078 1.87721 0.54044
H -1.50584 2.41002 -1.07100
H -0.76188 -1.59294 0.42736
*
```

Here are the Löwdin charges for atoms 1 to 5, given in e: atom 1 (Cl): 0.24, atom 2 (P): 0.53, atom 3 (O): -0.42, atom 4 (N): -0.40, atom 5 (C): -0.53


No. 2
Molecular formula: C25H42Br2IN6O3S2
Method: DFT, the ωB97M-V functional and the def2-TZVPD basis

For the total energy, the calculation gives -211535.5113 eV.

The geometry in ORCA input format:
```
! wB97M-V def2-TZVPD RIJCOSX def2/J DEFGRID3
* xyz 1 1
I 1.72671 -2.51671 2.45025
Br -0.93958 0.98045 -0.57965
Br -3.65475 -2.19636 -2.42237
S -2.50323 2.07114 3.43134
S 0.22375 1.52758 2.32943
O -2.70044 -2.75960 3.24841
O 3.28357 1.28269 -3.89967
O 1.18386 -4.20319 -3.60443
N -2.23739 -2.54288 1.95947
N -1.02007 -2.52504 0.22103
N 5.80528 2.66080 -4.37166
N -0.80266 3.94768 2.96520
N -4.36304 -4.58252 3.28755
N 2.14550 -2.25755 -2.85964
C 2.64811 0.78147 -5.06213
C 0.14678 -2.73232 -0.65964
C 5.80964 0.68344 -5.78968
C -2.51356 -1.15150 -1.32373
C -2.51957 0.75966 -2.96699
C -4.21398 -1.09083 1.31694
C -1.05791 -2.98189 1.47821
C 4.52065 0.67379 -3.57178
C -0.17002 -2.93757 -2.12767
C -0.92622 2.57558 2.85081
C -2.93375 -1.78295 1.05018
C 0.57364 4.46509 3.06502
C 5.73004 1.19928 -4.35631
C 1.09642 -3.22498 -2.92148
C 1.31787 3.96689 4.28694
C -0.00185 -3.77109 2.16488
C -3.58894 -3.73547 3.26509
C -2.13502 0.06498 -1.70823
C -2.68387 0.44691 2.68251
C -4.02120 0.30741 1.97650
C -2.17186 -1.79372 -0.06375
C -1.62914 4.70357 1.98897
C -0.40157 -4.51647 3.43810
C -0.39003 -3.71555 4.74367
C -3.06306 5.02976 2.42453
H -2.60748 -0.29109 3.47955
H 5.10389 1.19745 -6.44176
H -4.87274 -1.69458 1.93908
H -4.80954 0.44259 2.71545
H 1.57778 0.96414 -4.95412
H 2.81462 -0.29407 -5.17855
H -1.37848 -4.97275 3.27111
H 1.13715 4.27713 2.14750
H -3.13171 5.01061 3.50855
H 6.61513 0.83359 -3.82680
H -2.32078 1.82328 -2.89813
H -1.82263 0.31550 2.02786
H 5.88438 3.01462 -3.42310
H 1.77002 -1.31350 -2.82265
H 0.61583 -3.70142 5.15431
H -0.87834 -3.74574 -2.28006
H 6.80567 0.86063 -6.19197
H -3.79089 4.35075 1.99461
H 0.33633 -4.51243 1.44521
H -1.10387 5.63797 1.82058
H 0.68234 4.00118 5.16869
H -1.63762 4.16855 1.03651
H -0.68500 -2.68108 4.58533
H 0.46841 5.54607 3.14535
H 0.29439 -5.34690 3.53226
H 5.60756 -0.38821 -5.84029
H 1.70049 2.95938 4.15310
H 0.82385 -1.89628 -0.49963
H -4.70267 -0.97366 0.35273
H 4.92012 3.02411 -4.71343
H 2.73321 -2.37956 -2.04163
H 4.43893 -0.41845 -3.66308
H -1.04827 -4.17027 5.47819
H -3.58111 0.62121 -3.16472
H -3.31347 6.04094 2.10779
H 2.98917 1.29807 -5.96090
H -4.16140 1.07754 1.22171
H -0.58559 -2.02579 -2.55828
H 0.65393 -3.62094 -0.29295
H -1.97037 0.34155 -3.81127
H 2.18019 4.60954 4.45512
H 4.67948 0.90031 -2.51350
*
```

Here are the Löwdin charges for atoms 1 to 5, given in e: atom 1 (I): 1.02, atom 2 (Br): 0.88, atom 3 (Br): 0.87, atom 4 (S): 1.00, atom 5 (S): 0.63


No. 3
Molecular formula: CH6N2
Method: DFT, the ωB97M-V functional and the def2-TZVPD basis

The relative energy (zero: lowest compared OMol25 entry of this formula, charge and spin) is 309.0 kJ/mol.

The geometry in ORCA input format:
```
! wB97M-V def2-TZVPD RIJCOSX def2/J DEFGRID3
* xyz 0 1
N 1.21881 0.14342 -0.39930
N 0.08437 0.74246 -0.44840
C -1.06617 0.17362 -0.67895
H -1.09879 -0.88448 -0.84873
H 0.61901 -1.61757 1.48801
H 0.02903 1.76614 -0.29788
H 0.18992 -1.88417 2.08560
H 1.97984 0.79112 -0.20819
H -1.95604 0.76943 -0.69218
*
```

Here are the Löwdin charges for atoms 1 to 5, given in e: atom 1 (N): -0.02, atom 2 (N): -0.26, atom 3 (C): -0.03, atom 4 (H): 0.06, atom 5 (H): -0.01


No. 4
Molecular formula: C47H53NO4PSbSe4SiTc
Method: DFT, the ωB97M-V functional and the def2-TZVPD basis

The relative energy (zero: lowest compared OMol25 entry of this formula, charge and spin) is 0.0 kJ/mol.

The geometry in ORCA input format:
```
! wB97M-V def2-TZVPD RIJCOSX def2/J DEFGRID3
* xyz 1 1
Sb -4.33496 -2.41740 1.77566
Tc 0.26230 -0.06049 0.26622
Se -1.93054 -0.49212 0.80291
Se -4.41938 -1.96905 4.04107
Se -5.41712 -0.34303 0.65722
Se -3.58546 -0.17316 -0.82870
P -0.64655 -0.64965 -3.02921
Si -0.28603 2.37128 0.57293
O 1.56889 0.17656 -1.13790
O 3.29511 0.70346 -2.41737
O -0.90146 0.17186 -1.77652
O 2.58860 0.78941 0.99589
N 0.52017 -0.71109 1.99722
C 2.08189 -3.66135 -2.75711
C 1.36783 -2.49145 3.60090
C 1.67103 2.10058 -4.90581
C 5.30613 4.89799 0.10018
C 1.78878 1.57614 -6.17955
C 0.90131 -2.18302 2.17754
C 0.87129 3.23608 1.76014
C 4.18055 2.34014 -0.00516
C 0.93744 1.42293 -3.94156
C -2.97519 0.10274 -4.20207
C -4.64669 -1.34256 -5.13528
C 3.08083 1.74692 5.44535
C 6.04911 -1.95607 -0.50750
C 0.56778 1.79916 5.36324
C 5.10036 -0.97955 -0.79073
C 1.76994 1.34048 4.83414
C -2.02867 2.74460 1.11428
C 4.94276 4.25002 1.27089
C 0.52731 0.12217 3.16617
C -2.63398 -2.28082 -4.21595
C -4.19858 -0.06451 -4.82155
C -0.66241 0.56218 3.72880
C 1.39147 -4.61653 -2.02657
C 4.56696 2.98825 -1.17075
C 1.46969 -2.46130 -3.09011
C -2.18773 -1.00790 -3.88095
C 0.31312 0.22600 -4.25991
C 5.19374 -0.25718 1.48961
C -0.00889 3.16474 -1.08525
C 6.56522 -2.08852 0.76771
C -0.65430 1.41637 4.82558
C 4.39083 2.98161 1.21464
C 5.12213 4.25816 -1.11372
C 2.00294 -2.54391 1.18494
C -0.34030 -3.04341 1.92458
C 1.16679 0.37390 -6.50421
C 0.09135 -4.36744 -1.60789
C -0.51768 -3.16445 -1.92142
C 2.83598 0.62436 -1.31517
C -3.86269 -2.44505 -4.84259
C 1.74040 0.50071 3.72989
C 0.42585 -0.29556 -5.55050
C 4.66019 -0.12908 0.20807
C 3.57719 0.93550 -0.01616
C -1.95114 1.91644 5.39315
C 0.16339 -2.21108 -2.68263
C 6.13687 -1.22606 1.77107
H -2.75676 2.46256 0.35058
H 3.64125 0.87711 5.79014
H -0.11338 4.24079 -0.92920
H 2.92814 2.40610 6.29555
H 2.66384 0.13760 3.30388
H 4.72097 -0.88642 -1.79847
H -0.70094 -2.95366 0.90063
H -0.07341 -1.22012 -5.81191
H 1.42315 -3.57515 3.69938
H 2.36306 2.10156 -6.92797
H -2.02339 -3.14797 -4.00708
H -2.69628 1.12226 5.42933
H -1.53525 -2.97070 -1.58716
H 1.04133 2.72587 2.70642
H 6.38408 -2.61307 -1.29697
H -0.74536 2.84238 -1.81865
H -0.08623 -4.08787 2.09795
H 0.99121 2.99218 -1.47798
H 1.86637 -5.55503 -1.77992
H 2.61559 1.52196 1.62880
H 2.89261 -1.94581 1.35260
H 3.09750 -3.85256 -3.07358
H 7.29905 -2.84986 0.98258
H 6.54008 -1.31001 2.76970
H -2.62614 1.10001 -3.96100
H -5.60220 -1.47355 -5.62048
H 0.58475 2.45817 6.22034
H 1.82561 3.45152 1.28395
H 4.14775 2.50487 2.15852
H 0.41262 4.19678 1.99081
H -4.80266 0.79760 -5.06416
H 5.73470 5.88860 0.13627
H 0.84805 1.81571 -2.94126
H -1.60986 0.21834 3.33402
H 3.70828 2.27507 4.72504
H -2.09285 3.82617 1.25075
H 2.15463 3.03394 -4.65606
H 1.68127 -2.40589 0.14773
H 5.09173 4.72690 2.22862
H 1.25346 -0.03012 -7.50138
H 2.26522 -3.59539 1.29433
H 5.41357 4.74720 -2.03139
H 4.44607 2.50075 -2.12616
H 4.86844 0.40063 2.28384
H -2.35720 2.71793 4.77352
H -1.14473 -2.77661 2.61735
H -2.30601 2.27176 2.05518
H -1.82143 2.30941 6.39890
H -4.20350 -3.43678 -5.10188
H 2.35264 -2.09008 3.82043
H -0.44523 -5.11073 -1.03309
H 2.01470 -1.71682 -3.65440
H 0.67219 -2.12189 4.35249
*
```

Here are the Löwdin charges for atoms 1 to 5, given in e: atom 1 (Sb): 0.36, atom 2 (Tc): 1.17, atom 3 (Se): 0.29, atom 4 (Se): -0.09, atom 5 (Se): -0.01


No. 5
Molecular formula: C4H11ClCrNO2Rh
Method: DFT, the ωB97M-V functional and the def2-TZVPD basis

The relative energy (zero: lowest compared OMol25 entry of this formula, charge and spin) is 0.0 kJ/mol.

The geometry in ORCA input format:
```
! wB97M-V def2-TZVPD RIJCOSX def2/J DEFGRID3
* xyz -2 9
Rh -0.10658 -0.28177 2.59673
Cr 0.40711 0.05203 -1.66248
Cl -0.04908 0.74906 0.45658
O 1.64010 0.12465 3.43215
O 0.67787 0.35135 5.43513
N 0.57240 0.12307 4.25878
C -1.86227 -0.96944 2.64739
C 0.82815 -1.46560 -2.77571
C -1.46669 0.66828 -2.29488
C 2.12309 1.21295 -1.67574
H -2.21806 0.03172 -1.78998
H 0.06653 -2.07616 -3.33273
H 2.79740 0.81640 -0.89278
H -1.63021 0.57068 -3.37992
H -1.84339 -1.77459 3.39672
H 2.67685 1.19549 -2.62772
H -1.66022 1.71547 -2.00225
H -2.18864 -1.34447 1.66729
H -2.52457 -0.14956 2.97617
H 1.88933 2.26179 -1.42118
H 1.87087 -1.81136 -3.01157
*
```

Here are the Löwdin charges for atoms 1 to 5, given in e: atom 1 (Rh): 0.90, atom 2 (Cr): 0.06, atom 3 (Cl): 0.14, atom 4 (O): -0.33, atom 5 (O): -0.17


No. 6
Molecular formula: C3H4N2O
Method: DFT, the ωB97M-V functional and the def2-TZVPD basis

The SMILES is C#[N+][O-].C#CN. The relative energy (zero: lowest compared OMol25 entry of this formula, charge and spin) is 623.2 kJ/mol.

The geometry in ORCA input format:
```
! wB97M-V def2-TZVPD RIJCOSX def2/J DEFGRID3
* xyz 0 1
O 2.11816 -0.08159 1.07292
N -1.55069 0.31915 -0.74219
N 1.78546 -0.82881 0.17879
C -0.50083 0.51709 0.12190
C 0.88332 -1.07073 -0.57211
C 0.14168 1.09590 0.99751
H 0.65237 -1.73122 -1.38855
H 0.58371 1.68048 1.77105
H -2.41223 0.73951 -0.41777
H -1.70094 -0.63978 -1.02155
*
```

Here are the Löwdin charges for atoms 1 to 5, given in e: atom 1 (O): -0.02, atom 2 (N): 0.04, atom 3 (N): -0.20, atom 4 (C): -0.31, atom 5 (C): 0.08


No. 7
Molecular formula: C3H7NS2
Method: DFT, the ωB97M-V functional and the def2-TZVPD basis

The SMILES is CCN(S)C=S. The relative energy (zero: lowest compared OMol25 entry of this formula, charge and spin) is 293.8 kJ/mol.

The geometry in ORCA input format:
```
! wB97M-V def2-TZVPD RIJCOSX def2/J DEFGRID3
* xyz 0 1
S -0.39509 2.92382 -0.15181
S 0.47754 -0.91717 -1.99263
N -0.36830 0.25525 -0.91165
C -0.78266 -0.26007 0.33689
C 0.15201 -0.84983 1.33113
C 0.19467 1.57699 -0.94483
H 0.79450 -1.61783 1.10485
H 1.73888 -1.09746 -1.37355
H 0.94151 -0.01846 1.63755
H -0.80143 -0.99399 1.91859
H -1.43106 -1.03394 -0.20793
H -1.54877 0.33633 0.95936
H 1.02819 1.69636 -1.70598
*
```

Here are the Löwdin charges for atoms 1 to 5, given in e: atom 1 (S): 0.59, atom 2 (S): 0.76, atom 3 (N): -0.52, atom 4 (C): -0.45, atom 5 (C): -0.10


No. 8
Molecular formula: C5H7N2O2
Method: DFT, the ωB97M-V functional and the def2-TZVPD basis

The relative energy (zero: lowest compared OMol25 entry of this formula, charge and spin) is 0.0 kJ/mol.

The geometry in ORCA input format:
```
! wB97M-V def2-TZVPD RIJCOSX def2/J DEFGRID3
* xyz -1 3
O -3.11594 -0.61985 -0.33375
O -2.53274 1.42284 0.42396
N -0.14846 -0.99217 0.67652
N -0.11647 -1.90188 -0.50777
C -0.82121 0.06185 -0.04981
C 1.20170 -0.49116 0.90837
C -2.33871 0.27294 -0.01683
C 0.15635 1.08076 -0.54527
C 1.51912 0.45258 -0.26220
H 1.89742 -1.32921 0.99099
H 1.18032 0.07082 1.85145
H -1.00471 -2.40110 -0.44873
H 1.83813 -0.13767 -1.12335
H -0.00308 1.33573 -1.59477
H 0.00118 1.98793 0.04656
H 2.28710 1.18759 -0.01535
*
```

Here are the Löwdin charges for atoms 1 to 5, given in e: atom 1 (O): -0.05, atom 2 (O): -0.06, atom 3 (N): -0.12, atom 4 (N): 0.13, atom 5 (C): -0.20


No. 9
Molecular formula: C12H7ClN7O8S
Method: DFT, the ωB97M-V functional and the def2-TZVPD basis

The relative energy (zero: lowest compared OMol25 entry of this formula, charge and spin) is 0.0 kJ/mol.

The geometry in ORCA input format:
```
! wB97M-V def2-TZVPD RIJCOSX def2/J DEFGRID3
* xyz -1 1
Cl 2.47599 0.91655 -0.32133
S 0.40342 -1.17784 -0.36482
O -3.21615 2.74632 5.60687
O -1.04626 -1.15252 -0.34769
O 1.15971 -1.81598 0.68434
O -1.27506 2.15694 6.45710
O 2.44912 -4.96748 -5.48210
O -1.87664 3.03089 -0.46378
O -3.71271 3.24352 0.73535
O 0.36257 -4.61989 -6.10485
N -2.00539 2.43958 5.49563
N 2.14590 2.31676 3.87425
N -2.51591 2.91537 0.61026
N 1.34367 -4.38698 -5.36195
N 0.41354 2.21247 2.62119
N 1.07431 2.39160 4.71625
N 1.78637 2.18397 2.62907
C -0.04239 -2.81323 -4.07756
C 2.06194 -2.48865 -2.24846
C -1.44497 2.41259 4.14141
C 2.27238 -3.21197 -3.42199
C 1.20357 -3.42716 -4.31465
C 0.87074 0.47506 -0.43970
C -1.75979 2.43770 1.73864
C -0.40748 2.18679 1.53512
C -2.29055 2.46726 3.04732
C -0.23591 -2.09866 -2.90062
C 0.78347 -1.99360 -1.93886
C -0.01879 2.35290 3.93200
H 2.89123 -2.30893 -1.56755
H -0.85208 -2.95052 -4.79465
H 3.23312 -3.67435 -3.65719
H -3.35775 2.61325 3.17903
H -1.20102 -1.63186 -2.72354
H 0.24651 1.12509 -1.04649
H 0.08130 2.09499 0.57396
*
```

Here are the Löwdin charges for atoms 1 to 5, given in e: atom 1 (Cl): 0.56, atom 2 (S): 0.53, atom 3 (O): 0.04, atom 4 (O): -0.36, atom 5 (O): -0.34


Number 2 is which compound?
C25H42Br2IN6O3S2


Which formula does entry 4 have?
C47H53NO4PSbSe4SiTc